49
Properties=species:S:1:pos:R:3:forces:R:3 method="wB97M-V/def2-TZVPD" charge=0 energy_ev=-27302.5868 max_force_ev_per_a=0.49 e_lumo_ev=0.66
C 4.23501 -5.34896 3.35786 -0.018 -0.023 -0.104
C 3.94370 -4.60985 2.29201 0.022 -0.358 -0.013
C 3.81785 -3.17018 2.34176 -0.039 0.488 -0.013
C 3.54061 -2.35705 1.32122 0.068 -0.088 0.046
C 3.29664 -2.74525 -0.10081 -0.042 -0.081 0.027
C 1.89067 -2.46990 -0.52631 0.029 -0.153 0.379
C 0.82236 -2.20665 0.23030 0.197 -0.141 -0.401
C -0.43494 -2.05441 -0.57581 0.221 -0.299 -0.305
C 0.06522 -2.00643 -2.02521 -0.251 0.032 -0.053
C 1.51166 -2.46870 -1.95417 -0.403 0.089 0.027
O 2.20552 -2.77386 -2.89149 0.134 -0.013 -0.001
H -0.52075 -2.60966 -2.71640 0.039 -0.012 -0.021
H 0.06407 -0.97545 -2.38455 -0.003 -0.015 0.001
H -1.09455 -2.91609 -0.41313 0.134 0.168 -0.037
O -1.25325 -0.94878 -0.19800 -0.178 0.108 0.134
C -0.65683 0.25374 -0.04924 0.061 0.108 -0.020
O 0.52891 0.42982 -0.19674 -0.052 0.014 -0.099
C -1.65856 1.27942 0.26992 -0.111 0.046 0.043
H -2.67570 0.91256 0.22339 -0.030 0.135 -0.013
C -1.38961 2.41583 1.25211 0.110 -0.038 0.077
C -1.39347 2.70763 -0.20857 0.068 -0.113 -0.009
C -2.46721 3.45699 -0.89504 -0.092 -0.014 0.028
C -2.77576 3.26638 -2.17496 -0.091 0.086 0.061
C -3.85131 4.04728 -2.86275 0.059 0.020 0.151
H -4.61710 3.37362 -3.24698 -0.084 -0.020 -0.086
H -4.31797 4.75856 -2.18617 -0.065 0.070 0.021
H -3.43490 4.59166 -3.71004 -0.027 0.051 -0.113
C -2.06403 2.24075 -3.00927 0.024 0.058 0.098
H -2.42538 2.25296 -4.03392 0.017 -0.049 -0.091
H -0.99084 2.42881 -3.01557 0.114 -0.056 -0.057
H -2.21639 1.24326 -2.59726 0.014 -0.137 -0.008
H -3.00107 4.19387 -0.31146 -0.140 0.163 -0.006
H -0.41178 2.81462 -0.66296 0.079 -0.097 0.123
C -0.07636 2.45134 1.99727 -0.015 -0.031 -0.208
H 0.15978 3.47625 2.27905 0.005 0.093 0.063
H -0.13731 1.85160 2.90426 0.009 -0.046 0.099
H 0.72974 2.06533 1.38026 0.081 0.027 0.037
C -2.56984 2.84233 2.09554 0.097 -0.076 -0.236
H -3.50125 2.76277 1.54135 -0.133 0.025 -0.005
H -2.44272 3.87516 2.41655 -0.029 0.104 0.044
H -2.64212 2.21705 2.98379 -0.014 -0.043 0.067
H 0.80189 -2.12938 1.30370 0.094 -0.020 0.223
H 3.95813 -2.17173 -0.75852 0.016 -0.102 -0.011
H 3.51018 -3.80118 -0.27931 0.092 0.063 -0.074
H 3.45935 -1.29357 1.50499 0.019 0.112 0.140
H 3.97252 -2.73525 3.32182 -0.005 0.121 0.069
H 3.78560 -5.09302 1.33799 0.000 -0.123 -0.073
H 4.32287 -6.42040 3.30357 0.002 -0.184 -0.071
H 4.39871 -4.90384 4.32594 0.020 0.153 0.169